Record 1
Density functional theory data (the ωB97M-V functional and the def2-TZVPD basis) for C31H39BBr2F2N7O2SSiZr as an isolated structure.

```
87
Properties=species:S:1:pos:R:3:mulliken_charge:R:1
Zr -0.242 -0.007 0.653 0.415
N 0.585 -0.605 -2.982 -0.221
N 1.433 0.314 -3.609 -0.359
C 1.188 1.647 -3.609 0.597
N 2.184 2.378 -4.143 -0.447
S -0.189 2.383 -3.011 -0.404
H 0.983 -0.884 -2.085 -0.231
H 0.509 -1.424 -3.574 0.288
H 2.389 0.017 -3.754 0.254
H 2.952 1.963 -4.643 0.185
H 2.036 3.368 -4.230 0.212
C -3.922 -1.236 1.061 -1.133
C -2.997 -2.370 0.734 0.918
C -3.520 -3.685 0.750 -1.206
C -2.726 -4.750 0.454 -1.181
C -1.372 -4.531 0.122 0.963
C -0.430 -5.545 -0.193 -0.028
Br -0.955 -7.359 -0.201 -0.198
C 0.863 -5.232 -0.494 -0.233
C 1.276 -3.886 -0.495 0.075
Br 3.059 -3.456 -0.951 -0.149
C 0.407 -2.870 -0.196 -0.179
O 0.744 -1.583 -0.194 0.336
C -0.935 -3.197 0.121 -0.880
N -1.737 -2.132 0.425 0.358
H -4.673 -1.557 1.780 0.587
H -4.446 -0.919 0.156 0.292
H -3.384 -0.391 1.477 -0.283
H -4.557 -3.829 1.016 0.546
H -3.119 -5.758 0.477 0.415
H 1.575 -6.009 -0.733 0.489
C 1.611 1.001 -0.018 -0.620
Si 2.394 1.666 1.523 -0.081
C 0.958 2.662 2.273 -1.471
N -0.384 2.224 1.740 2.188
C -1.436 2.115 2.796 -0.476
C -2.175 3.425 3.120 -0.901
C -1.339 4.656 2.793 -0.677
C -0.968 4.655 1.305 -0.996
C -0.858 3.229 0.743 -0.412
C 3.856 2.788 1.246 0.779
C 5.092 2.551 1.848 -0.236
C 6.167 3.402 1.623 -0.740
C 6.020 4.503 0.794 -0.508
C 4.797 4.755 0.185 -0.751
C 3.728 3.902 0.410 -0.557
C 2.849 0.273 2.675 0.691
C 3.031 -1.024 2.187 0.027
C 3.363 -2.070 3.039 -0.669
C 3.528 -1.829 4.394 -0.565
C 3.367 -0.545 4.896 -0.834
C 3.030 0.494 4.044 -0.134
H 2.295 0.339 -0.556 0.747
H 1.370 1.845 -0.678 -0.234
H 1.112 3.717 2.041 0.520
H 0.963 2.589 3.362 0.688
H -0.963 1.707 3.689 0.561
H -2.170 1.375 2.459 -0.661
H -2.454 3.417 4.174 0.482
H -3.110 3.470 2.553 0.333
H -0.440 4.663 3.412 0.207
H -1.892 5.561 3.043 0.566
H -0.050 5.219 1.138 0.378
H -1.745 5.164 0.730 0.485
H -0.202 3.204 -0.127 -0.407
H -1.841 2.899 0.410 0.216
H 5.218 1.692 2.497 0.312
H 7.120 3.205 2.097 0.405
H 6.856 5.167 0.622 0.383
H 4.681 5.615 -0.462 0.419
H 2.778 4.106 -0.078 0.353
H 2.913 -1.226 1.129 0.092
H 3.499 -3.068 2.642 0.443
H 3.785 -2.642 5.062 0.409
H 3.500 -0.356 5.954 0.416
H 2.907 1.491 4.453 0.416
F 0.192 -0.782 4.125 -0.127
B -0.554 -0.769 3.030 0.454
F -1.855 -1.082 3.283 -0.242
N -3.827 1.374 -1.362 -0.285
C -2.688 0.673 -1.384 0.164
N -2.352 -0.032 -2.460 -0.155
O -1.974 0.663 -0.335 -0.016
H -4.398 1.490 -2.180 0.204
H -4.093 1.848 -0.517 0.247
H -2.871 0.123 -3.310 0.279
H -1.347 -0.204 -2.593 0.089
```

- E_LUMO: -0.1037 Eh
- Frontier orbital gap: 0.287 Eh
- Net charge: +1

---

Record 2
Density functional theory data (the ωB97M-V functional and the def2-TZVPD basis) for a 2-piece molecular cluster, HNO2S2 overall at a distorted geometry.

```
6
Properties=species:S:1:pos:R:3:mulliken_charge:R:1
N 0.730 0.345 1.194 -0.364
O -1.491 1.417 1.504 -0.430
O -0.949 0.471 -0.717 -0.436
S 1.660 -1.068 -1.377 0.023
S -0.575 0.749 0.630 0.998
H 0.625 -1.913 -1.235 0.209
```

- E_LUMO (alpha / beta): -0.1676 / -0.1653 Eh
- Frontier orbital gap (alpha / beta): 0.203 / 0.200 Eh

---

Record 3
Density functional theory data (the ωB97M-V functional and the def2-TZVPD basis) for one molecule with the formula C4H3N3 at a distorted geometry.

```
10
Properties=species:S:1:pos:R:3:mulliken_charge:R:1
H 2.004 1.909 -0.190 0.238
N 1.184 1.313 -0.175 -0.528
C 1.399 0.082 -0.006 0.034
C 0.292 -0.855 0.009 -0.705
C -0.959 -0.450 -0.148 0.804
C -1.741 0.809 -0.040 0.024
N -2.801 0.286 0.440 -0.247
N -2.251 -0.814 -0.245 -0.281
H 2.383 -0.385 0.133 0.331
H 0.489 -1.895 0.222 0.329
```

- SMILES string: [H]/N=C/C=C1\C2=NN21
- E_LUMO: -0.0350 Eh
- Frontier orbital gap: 0.305 Eh

---

Record 4
Density functional theory data (the ωB97M-V functional and the def2-TZVPD basis) for one molecule with the formula C3H5NO2 at a distorted geometry.

```
11
Properties=species:S:1:pos:R:3:mulliken_charge:R:1
N -1.304 0.630 0.951 -0.350
C -1.027 -0.378 0.098 0.322
O -1.849 -0.946 -0.599 -0.595
C 0.475 -0.668 0.088 0.077
C 1.255 -0.047 -0.968 -0.352
O 1.397 0.446 0.351 -0.450
H -0.528 1.133 1.350 0.238
H -2.235 1.013 0.984 0.235
H 1.001 -1.331 0.759 0.385
H 2.071 -0.566 -1.464 0.265
H 0.744 0.714 -1.549 0.224
```

- SMILES string: NC(=O)[C@H]1CO1
- E_LUMO: 0.0354 Eh
- Frontier orbital gap: 0.404 Eh